[1]
70
Properties=species:S:1:pos:R:3 method="wB97M-V/def2-TZVPD" mol_weight_g_mol=654.557 de_lowest_kj_mol=33.3 total_charge=+2 e_lumo_ev="-5.25 / -8.68" total_energy_ha=-6226.48536 spin_multiplicity=5 homo_energy_ev="-13.8 / -14.5"
Co -0.038 -0.466 0.911
F -3.382 -5.761 -3.031
C -2.687 -5.129 -2.121
C -1.504 -4.484 -2.483
F -1.080 -4.533 -3.733
C -0.781 -3.813 -1.520
F 0.386 -3.252 -1.852
C -1.206 -3.769 -0.193
Se -0.213 -2.902 1.124
C -2.377 -4.450 0.155
F -2.802 -4.418 1.407
C -3.127 -5.114 -0.799
F -4.247 -5.722 -0.472
C 4.524 0.234 -2.005
N 3.324 1.184 -2.201
C 3.627 2.488 -1.434
N 3.908 2.216 -0.074
C 5.036 1.295 0.049
N 4.774 0.026 -0.626
C 3.738 -0.766 0.037
P 2.125 0.137 0.068
C 2.046 0.552 -1.735
C 2.736 1.770 0.676
H 5.372 0.725 -2.484
H 4.283 -0.694 -2.524
H 3.237 1.402 -3.195
H 2.757 3.134 -1.552
H 4.492 2.928 -1.932
H 5.238 1.110 1.102
H 5.918 1.756 -0.398
H 4.054 -0.990 1.058
H 3.615 -1.721 -0.480
H 1.224 1.243 -1.927
H 1.875 -0.348 -2.328
H 2.992 1.690 1.735
H 1.934 2.508 0.600
C 0.917 -1.088 3.913
O 0.063 -0.396 2.978
H 0.380 -1.914 4.377
H 1.273 -0.388 4.666
H 1.758 -1.479 3.345
H -0.769 -0.140 3.403
C -3.540 -0.784 -0.135
Si -2.362 0.403 -0.998
C -3.333 1.770 -1.837
C -1.401 -0.508 -2.347
C -1.102 1.072 0.238
Si -1.745 2.114 1.681
C -0.284 2.914 2.569
C -2.835 3.516 1.089
C -2.718 1.000 2.875
H -4.120 -1.351 -0.866
H -4.250 -0.252 0.497
H -3.023 -1.505 0.501
H -3.712 1.429 -2.802
H -2.712 2.648 -2.021
H -4.191 2.093 -1.249
H -2.027 -1.222 -2.885
H -0.547 -1.069 -1.960
H -1.031 0.202 -3.089
H -0.457 1.765 -0.328
H 0.059 3.781 2.001
H 0.567 2.252 2.727
H -0.586 3.292 3.547
H -2.413 3.989 0.201
H -2.915 4.283 1.860
H -3.845 3.194 0.844
H -2.557 -0.071 2.723
H -3.790 1.141 2.740
H -2.519 1.242 3.922

[2]
61
Properties=species:S:1:pos:R:3 method="wB97M-V/def2-TZVPD" mol_weight_g_mol=432.543 de_lowest_kj_mol=29.9 total_charge=0 e_lumo_ev=0.59 smiles="C=CCn1cc(CN2CCC(C(=O)Nc3cccc(-c4cccc(F)c4)c3)CC2)c(C)n1" total_energy_ha=-1402.29852 spin_multiplicity=1 homo_energy_ev=-8.2
C -1.853 -2.962 -1.211
C -0.793 -3.309 -0.508
C -0.759 -3.354 0.993
N 0.058 -2.279 1.501
C -0.290 -0.980 1.599
C 0.820 -0.297 2.049
C 1.016 1.163 2.314
N -0.154 1.954 1.980
C -1.242 1.853 2.938
C -2.550 2.261 2.248
C -2.342 3.448 1.287
C -2.279 3.050 -0.194
O -2.912 3.658 -1.032
N -1.466 1.995 -0.431
C -1.102 1.414 -1.643
C -1.598 1.821 -2.879
C -1.159 1.185 -4.026
C -0.248 0.146 -3.967
C 0.247 -0.279 -2.735
C 1.193 -1.399 -2.624
C 2.174 -1.414 -1.632
C 3.029 -2.491 -1.491
C 2.936 -3.579 -2.342
C 1.972 -3.550 -3.333
F 1.864 -4.604 -4.173
C 1.103 -2.488 -3.488
C -0.186 0.368 -1.585
C -1.085 4.231 1.689
C 0.175 3.355 1.733
C 1.811 -1.296 2.184
C 3.217 -1.122 2.635
N 1.325 -2.477 1.844
H -1.831 -2.915 -2.286
H -2.795 -2.723 -0.744
H 0.147 -3.538 -0.990
H -1.768 -3.260 1.405
H -0.305 -4.287 1.336
H -1.278 -0.653 1.346
H 1.846 1.516 1.691
H 1.320 1.310 3.367
H -1.055 2.491 3.816
H -1.312 0.823 3.292
H -3.280 2.530 3.012
H -2.957 1.413 1.694
H -3.195 4.129 1.358
H -0.949 1.658 0.393
H -2.309 2.628 -2.929
H -1.536 1.510 -4.985
H 0.096 -0.320 -4.878
H 2.275 -0.570 -0.969
H 3.771 -2.488 -0.707
H 3.588 -4.433 -2.247
H 0.353 -2.528 -4.262
H 0.174 0.042 -0.622
H -0.929 5.056 0.994
H -1.265 4.664 2.676
H 0.850 3.744 2.514
H 0.707 3.406 0.778
H 3.716 -2.087 2.638
H 3.750 -0.444 1.969
H 3.247 -0.701 3.639